No. 1
Here is an isolated molecule of C5H10O2 from OMol25. Energies are from wB97M-V/def2-TZVPD.

HOMO-LUMO gap = 8.3 eV
strongest force on any atom = 0.009 Eh/bohr
energy above the lowest of the compared OMol25 structures with the same formula, charge and spin = 436.0 kJ/mol
calculated total energy = -9438.5241 eV

Each line ends with the Mulliken charge.
Atoms and positions in Å:
C (-2.418, -0.647, -0.292)  -1.2216
C (-1.298, 0.355, -0.564)  -0.6235
C (-0.030, 0.003, 0.189)  0.4713
O (0.569, -1.176, -0.332)  -0.5263
C (1.210, 0.725, -0.162)  -0.5786
C (2.413, 0.393, 0.593)  -0.1134
O (2.362, -0.724, 1.282)  -0.7737
H (-3.322, -0.390, -0.852)  0.3652
H (-2.113, -1.656, -0.582)  0.3029
H (-2.681, -0.667, 0.771)  0.3208
H (-1.080, 0.388, -1.639)  0.3470
H (-1.608, 1.364, -0.265)  0.3204
H (-0.192, -0.056, 1.271)  0.3674
H (1.336, -1.343, 0.379)  0.3714
H (2.284, 1.384, 1.192)  0.1879
H (1.238, 1.429, -0.998)  0.4431
H (3.333, 0.618, 0.009)  0.3397

***

No. 2
Here is a structure of composition C26H25FeN4O2 from OMol25. Energies are from wB97M-V/def2-TZVPD.

net charge = +2
HOMO-LUMO gap (alpha / beta) = 6.3 / 5.7 eV
strongest force on any atom = 0.026 Eh/bohr
<S²> = 0.772
calculated total energy = -71794.7866 eV
multiplicity = 2

Each line ends with the Mulliken charge.
Atoms and positions in Å:
Fe (0.138, 0.396, -0.201)  -0.4452
C (2.455, 1.872, -0.828)  -0.9476
N (1.029, 1.724, -1.210)  1.3684
C (0.395, 3.397, 0.461)  -0.6453
C (-0.593, 2.761, 1.413)  0.4951
C (-1.270, 3.473, 2.382)  -1.0867
C (-2.086, 2.793, 3.275)  -0.3200
C (-2.190, 1.413, 3.171)  -1.1008
C (-1.490, 0.776, 2.168)  0.0226
N (-0.708, 1.430, 1.294)  0.2689
C (-0.660, 1.724, -3.080)  -1.4624
C (-1.701, 0.847, -2.426)  0.6595
C (-2.922, 0.675, -3.072)  -0.9069
C (-3.915, -0.092, -2.498)  -0.4151
C (-3.668, -0.706, -1.272)  -1.0157
C (-2.447, -0.494, -0.685)  0.0383
N (-1.490, 0.275, -1.235)  0.7135
C (2.733, 1.138, 0.454)  0.3197
C (3.951, 1.209, 1.104)  -1.0471
C (4.140, 0.446, 2.245)  -0.3146
C (3.106, -0.361, 2.704)  -0.9111
C (1.918, -0.373, 2.005)  -0.0684
N (1.739, 0.361, 0.900)  0.8419
H (2.740, 2.923, -0.807)  0.5018
H (3.035, 1.411, -1.631)  0.7685
H (0.263, 4.473, 0.367)  0.6549
H (1.398, 3.217, 0.846)  0.2120
H (-1.156, 4.547, 2.434)  0.5205
H (-2.627, 3.331, 4.042)  0.4603
H (-2.803, 0.838, 3.849)  0.4597
H (-1.550, -0.301, 2.066)  0.4363
H (-0.692, 1.533, -4.153)  0.7015
H (-0.976, 2.761, -2.950)  0.5985
H (-3.075, 1.149, -4.032)  0.5552
H (-4.864, -0.225, -2.999)  0.4497
H (-4.402, -1.334, -0.789)  0.4664
H (-2.208, -0.969, 0.260)  0.3116
H (4.735, 1.847, 0.718)  0.5608
H (5.085, 0.477, 2.771)  0.4658
H (3.217, -0.974, 3.586)  0.4626
H (1.085, -0.986, 2.325)  0.4653
C (1.731, -2.200, -2.974)  -1.7879
C (1.282, -0.857, -2.473)  0.9192
O (0.768, -0.898, -1.255)  -0.8102
C (1.434, 0.280, -3.179)  0.3804
C (2.191, 0.266, -4.417)  -1.5794
C (2.568, 1.378, -5.050)  -0.9008
C (2.263, 2.665, -4.467)  -0.7065
C (1.514, 2.785, -3.367)  -1.4381
C (0.841, 1.605, -2.720)  2.0471
O (0.195, 2.832, -0.835)  -0.3509
H (1.393, -2.970, -2.284)  0.4219
H (2.818, -2.251, -3.038)  0.3837
H (1.325, -2.402, -3.962)  0.4351
H (2.510, -0.683, -4.823)  0.4378
H (3.151, 1.315, -5.957)  0.4411
H (2.651, 3.560, -4.937)  0.4844
H (1.273, 3.758, -2.955)  0.5306

***

No. 3
Here is an isolated molecule of C2H2IN from OMol25. Energies are from wB97M-V/def2-TZVPD.

HOMO-LUMO gap = 7.9 eV
strongest force on any atom = 0.050 Eh/bohr
energy above the lowest of the compared OMol25 structures with the same formula, charge and spin = 368.2 kJ/mol
calculated total energy = -11692.3264 eV

Each line ends with the Mulliken charge.
Atoms and positions in Å:
C (2.245, 0.666, -0.003)  -0.0203
C (-1.531, -0.711, 0.028)  -0.6997
N (2.942, 1.581, -0.024)  -0.3746
I (0.467, -0.742, 0.015)  0.5087
H (-2.026, -0.489, -0.845)  0.2945
H (-2.098, -0.305, 0.829)  0.2914

***

No. 4
Here is a cluster of 5 separate species, C36H77N2O19PS2 in total from OMol25. Energies are from wB97M-V/def2-TZVPD.

SMILES = NC(=O)CC[C@H](CCCC(=O)O)OC[C@H](N=C=S)OCP(O)(O)=S.COCCOCCOC.COCCOCCOC.COCCOCCOC.COCCOCCOC
HOMO-LUMO gap = 9.0 eV
strongest force on any atom = 0.053 Eh/bohr
calculated total energy = -111415.4349 eV

Each line ends with the Mulliken charge.
Atoms and positions in Å:
N (-0.164, -0.917, 6.259)  -0.5440
C (-0.306, -1.285, 4.913)  0.3094
O (0.590, -1.784, 4.308)  -0.5214
C (-1.636, -1.041, 4.159)  -0.6625
C (-1.281, -0.644, 2.704)  -0.3408
C (-2.541, -0.085, 1.984)  0.1658
C (-3.523, -1.176, 1.455)  -1.3327
C (-2.881, -2.494, 0.927)  -0.2091
C (-2.639, -3.573, 2.044)  -0.1300
C (-2.716, -4.994, 1.469)  0.0822
O (-2.903, -5.903, 2.206)  -0.5061
O (-2.547, -5.171, 0.127)  -0.4675
O (-2.215, 0.912, 1.007)  -0.4860
C (-1.612, 0.357, -0.148)  0.4314
C (-0.724, 1.486, -0.764)  -0.2823
N (-1.544, 2.463, -1.517)  -0.5585
C (-0.806, 3.219, -2.080)  0.4944
S (0.124, 4.310, -2.712)  -0.3909
O (0.290, 0.860, -1.548)  -0.2108
C (1.452, 0.544, -0.786)  -0.4313
P (2.149, -1.099, -1.290)  0.5801
O (2.310, -1.194, -2.911)  -0.4916
O (1.139, -2.335, -0.846)  -0.4421
S (3.868, -1.417, -0.471)  -0.3386
H (0.324, -1.687, 6.710)  0.2862
H (-1.078, -0.767, 6.678)  0.2835
H (-2.256, -1.947, 4.215)  0.1713
H (-2.161, -0.187, 4.627)  0.5800
H (-0.574, 0.205, 2.783)  0.5951
H (-0.754, -1.425, 2.141)  -0.1559
H (-3.097, 0.474, 2.759)  0.5118
H (-4.196, -0.749, 0.694)  0.4795
H (-4.173, -1.460, 2.306)  0.4546
H (-3.620, -2.947, 0.241)  0.5387
H (-1.961, -2.361, 0.342)  0.1015
H (-3.295, -3.436, 2.912)  0.3093
H (-1.585, -3.442, 2.359)  0.1669
H (-3.260, -5.744, -0.196)  0.3505
H (-2.393, 0.115, -0.894)  0.2556
H (-0.929, -0.481, 0.052)  -0.3785
H (-0.258, 2.000, 0.102)  0.4415
H (2.257, 1.278, -0.978)  0.3051
H (1.274, 0.501, 0.304)  0.3895
H (1.543, -1.668, -3.281)  0.3154
H (0.731, -2.058, -0.008)  0.2767
C (-4.451, -8.351, 4.955)  -0.7675
O (-4.356, -7.611, 6.158)  -0.3179
C (-3.600, -6.416, 6.028)  -0.1626
C (-4.313, -5.222, 6.642)  -0.3941
O (-5.508, -4.817, 5.985)  -0.4412
C (-6.650, -5.660, 6.082)  -0.3148
C (-7.238, -5.809, 7.475)  -0.5391
O (-6.397, -6.590, 8.309)  -0.2776
C (-6.323, -6.136, 9.644)  -0.7972
H (-3.542, -8.942, 4.803)  0.3091
H (-5.301, -9.029, 5.044)  0.2493
H (-4.625, -7.699, 4.094)  0.3314
H (-3.365, -6.200, 4.981)  0.0560
H (-2.655, -6.569, 6.566)  0.3868
H (-3.635, -4.367, 6.558)  0.4449
H (-4.482, -5.362, 7.710)  0.0967
H (-6.454, -6.631, 5.628)  0.1016
H (-7.410, -5.180, 5.460)  0.4102
H (-8.203, -6.326, 7.401)  0.3997
H (-7.404, -4.813, 7.902)  0.3383
H (-6.306, -5.043, 9.703)  0.3686
H (-5.390, -6.508, 10.070)  0.2339
H (-7.160, -6.531, 10.229)  0.3042
C (-5.761, 9.878, -1.072)  -0.8257
O (-4.658, 9.770, -1.950)  -0.2920
C (-3.627, 10.709, -1.688)  -0.5128
C (-2.254, 10.059, -1.656)  -0.2600
O (-2.028, 9.158, -0.580)  -0.4752
C (-2.715, 7.911, -0.587)  -0.3836
C (-2.340, 6.963, -1.712)  -0.3069
O (-2.838, 7.427, -2.958)  -0.3338
C (-1.958, 7.225, -4.044)  -0.7108
H (-6.424, 10.689, -1.389)  0.3081
H (-6.312, 8.938, -1.112)  0.2371
H (-5.439, 10.037, -0.038)  0.3868
H (-3.799, 11.241, -0.746)  0.3460
H (-3.641, 11.444, -2.503)  0.3672
H (-1.523, 10.860, -1.516)  0.4223
H (-2.008, 9.597, -2.611)  0.0522
H (-3.794, 8.063, -0.538)  0.1023
H (-2.433, 7.428, 0.353)  0.4064
H (-2.789, 5.980, -1.521)  0.3268
H (-1.250, 6.852, -1.738)  0.2675
H (-0.914, 7.398, -3.761)  0.3471
H (-2.216, 7.946, -4.820)  0.2552
H (-2.078, 6.213, -4.445)  0.2587
C (0.904, 1.168, -5.317)  -0.7581
O (1.709, 1.650, -6.375)  -0.2905
C (2.084, 0.651, -7.309)  -0.4894
C (1.862, 1.098, -8.744)  -0.3439
O (0.504, 1.279, -9.126)  -0.4709
C (-0.210, 2.381, -8.577)  -0.1853
C (0.289, 3.755, -8.990)  -0.5524
O (1.533, 4.057, -8.379)  -0.2285
C (2.435, 4.751, -9.215)  -0.8367
H (1.528, 0.694, -4.554)  0.4857
H (0.391, 2.022, -4.873)  0.0293
H (0.143, 0.466, -5.676)  0.3834
H (1.544, -0.286, -7.133)  0.3089
H (3.155, 0.459, -7.170)  0.3858
H (2.237, 0.299, -9.391)  0.4259
H (2.457, 1.978, -8.985)  0.1006
H (-0.284, 2.294, -7.493)  -0.0257
H (-1.229, 2.277, -8.962)  0.4253
H (-0.435, 4.511, -8.659)  0.3891
H (0.365, 3.795, -10.083)  0.3515
H (2.395, 4.389, -10.247)  0.3816
H (3.442, 4.572, -8.837)  0.2390
H (2.233, 5.827, -9.186)  0.2865
C (10.704, -2.060, -1.819)  -0.8155
O (10.646, -2.103, -0.408)  -0.2984
C (10.062, -0.948, 0.175)  -0.5224
C (9.019, -1.298, 1.223)  -0.3119
O (7.844, -1.929, 0.731)  -0.3808
C (7.950, -3.266, 0.256)  -0.2829
C (8.311, -4.307, 1.302)  -0.5527
O (9.665, -4.181, 1.711)  -0.2736
C (9.876, -4.403, 3.089)  -0.8067
H (11.563, -1.464, -2.148)  0.3090
H (10.827, -3.082, -2.179)  0.2385
H (9.781, -1.658, -2.249)  0.3776
H (9.611, -0.301, -0.584)  0.3454
H (10.869, -0.388, 0.666)  0.3657
H (8.675, -0.357, 1.661)  0.4026
H (9.453, -1.866, 2.046)  0.0985
H (8.617, -3.319, -0.605)  0.0701
H (6.952, -3.512, -0.117)  0.3834
H (8.189, -5.306, 0.866)  0.3951
H (7.630, -4.209, 2.155)  0.3424
H (9.068, -3.983, 3.697)  0.3718
H (10.802, -3.899, 3.369)  0.2318
H (9.981, -5.474, 3.292)  0.3050

***

No. 5
Here is a structure of composition C18H15MnN2O2STe4 from OMol25. Energies are from wB97M-V/def2-TZVPD.

net charge = +1
HOMO-LUMO gap (alpha / beta) = 5.8 / 5.8 eV
strongest force on any atom = 0.035 Eh/bohr
<S²> = 3.782
energy above the lowest of the compared OMol25 structures with the same formula, charge and spin = 0.0 kJ/mol
calculated total energy = -97307.4996 eV
multiplicity = 4

Each line ends with the Mulliken charge.
Atoms and positions in Å:
Mn (2.041, 1.310, -0.034)  0.4223
O (3.229, 4.994, -0.094)  -0.6123
C (2.574, 3.982, -0.100)  0.2903
O (3.062, 2.781, -0.217)  -0.6003
C (1.067, 3.946, 0.003)  0.5027
C (0.293, 5.092, -0.049)  -0.5661
C (-1.088, 4.967, -0.027)  -0.2736
C (-1.632, 3.695, 0.049)  -0.8084
C (-0.784, 2.602, 0.115)  0.3351
N (0.548, 2.705, 0.090)  -0.1508
H (0.792, 6.044, -0.112)  0.4770
H (-1.726, 5.836, -0.074)  0.4581
H (-2.700, 3.545, 0.058)  0.4295
H (-1.193, 1.602, 0.181)  0.2122
Te (5.741, 2.132, 0.202)  0.2304
Te (7.215, 0.136, 1.471)  -0.1143
Te (4.932, -1.407, 1.430)  0.1643
Te (4.175, 0.092, -0.729)  -0.0382
N (0.930, -0.247, 0.272)  -0.0046
S (0.540, -1.493, -0.711)  0.1304
C (-1.163, -1.074, -1.165)  0.5206
C (-1.368, -0.554, -2.433)  -0.4796
C (-2.632, -0.109, -2.781)  -0.6263
C (-3.669, -0.176, -1.863)  -0.5142
C (-3.452, -0.702, -0.599)  -0.6941
C (-2.193, -1.154, -0.241)  -0.2785
C (0.237, -2.903, 0.391)  0.4681
C (0.852, -2.935, 1.631)  -0.4452
C (0.667, -4.044, 2.441)  -0.6826
C (-0.108, -5.104, 1.998)  -0.4428
C (-0.705, -5.066, 0.747)  -0.6653
C (-0.531, -3.962, -0.069)  -0.3052
H (0.252, -0.182, 1.039)  0.2032
H (-0.546, -0.506, -3.131)  0.4595
H (-2.806, 0.291, -3.766)  0.4485
H (-4.652, 0.167, -2.137)  0.4506
H (-4.258, -0.761, 0.116)  0.4292
H (-2.015, -1.565, 0.743)  0.4283
H (1.474, -2.111, 1.956)  0.5385
H (1.136, -4.079, 3.412)  0.4187
H (-0.246, -5.964, 2.631)  0.4085
H (-1.303, -5.895, 0.402)  0.4125
H (-0.985, -3.924, -1.048)  0.4639

***

No. 6
Here is a cluster of 14 separate species, H28O14 in total from OMol25. Energies are from wB97M-V/def2-TZVPD.

HOMO-LUMO gap = 10.1 eV
strongest force on any atom = 0.077 Eh/bohr
energy above the lowest of the compared OMol25 structures with the same formula, charge and spin = 407.8 kJ/mol
calculated total energy = -29117.4252 eV

Each line ends with the Mulliken charge.
Atoms and positions in Å:
O (-0.310, -4.280, -1.139)  -0.6718
H (-0.029, -3.726, -1.944)  0.3211
H (-1.094, -4.798, -1.164)  0.3088
O (0.616, 0.755, 4.213)  -0.6154
H (0.537, -0.054, 3.733)  0.2609
H (0.000, 1.394, 3.680)  0.3645
O (1.848, 2.324, 0.002)  -0.6794
H (2.624, 2.183, -0.544)  0.2529
H (1.413, 1.458, -0.080)  0.2543
O (3.791, 0.260, 0.436)  -0.5524
H (4.171, 0.262, 1.267)  0.2712
H (4.413, 0.793, -0.145)  0.2936
O (-2.107, -0.310, -3.332)  -0.6188
H (-2.302, -0.671, -4.213)  0.3091
H (-1.573, -1.124, -3.027)  0.3081
O (-2.014, -1.264, 4.118)  -0.6222
H (-2.200, -0.344, 3.843)  0.3249
H (-1.173, -1.504, 3.629)  0.2981
O (2.362, 0.551, -2.383)  -0.5775
H (1.681, 0.993, -2.995)  0.3672
H (2.339, -0.290, -2.885)  0.2606
O (0.753, 0.988, -4.646)  -0.6782
H (-0.010, 0.727, -4.118)  0.3740
H (0.591, 0.672, -5.570)  0.2944
O (-1.815, -4.392, 2.386)  -0.6195
H (-1.957, -3.552, 2.838)  0.3358
H (-2.317, -4.436, 1.581)  0.2713
O (-2.681, 1.552, 0.085)  -0.5426
H (-3.180, 1.573, -0.712)  0.2844
H (-2.271, 2.339, 0.333)  0.2687
O (-0.357, 4.928, -1.619)  -0.6261
H (0.348, 4.594, -1.016)  0.3285
H (-0.973, 4.261, -1.336)  0.2911
O (-0.739, -1.253, -0.658)  -0.5351
H (-1.621, -1.425, -0.388)  0.2711
H (-0.637, -2.293, -0.617)  0.3065
O (-0.245, 1.887, 1.998)  -0.6708
H (-0.416, 2.794, 2.255)  0.3395
H (0.511, 2.095, 1.454)  0.4291
O (0.998, -1.688, 0.995)  -0.5493
H (0.811, -0.947, 0.458)  0.3280
H (1.643, -1.546, 1.633)  0.2411

***

Number 1 is which compound?
C5H10O2

***

What is the formula in the fourth record?
C36H77N2O19PS2